DFT (the ωB97M-V functional and the def2-TZVPD basis) results for a 2-piece molecular cluster, H2I4Si2 overall.

Calculated values
HOMO-LUMO gap, eV: 8.70
Relative energy (zero: lowest compared OMol25 entry of this formula, charge and spin), kcal/mol: 20.2
Multiplicity: 1
Electronic energy, a.u.: -1771.0537

Geometry (Å):
Si -0.16 1.59 -0.80
Si 1.48 0.68 0.66
I -0.37 3.97 -0.36
I -2.22 0.41 -0.12
I 3.47 2.25 0.53
I 2.07 -1.53 -0.15
H 0.02 1.43 -2.40
H 1.04 0.83 2.57


DFT (the ωB97M-V functional and the def2-TZVPD basis) results for H2INO2S in the gas phase.

Calculated values
HOMO-LUMO gap, eV: 9.34
SMILES string: NS(=O)(=O)I
Relative energy (zero: lowest compared OMol25 entry of this formula, charge and spin), kcal/mol: 4.3
Multiplicity: 1
Electronic energy, a.u.: -902.2840

Geometry (Å):
N -0.80 -0.65 0.07
S 0.38 0.48 0.05
O 0.36 1.22 1.25
O 0.41 1.21 -1.34
I 2.33 -0.91 0.02
H -1.49 -0.48 0.78
H -1.18 -0.87 -0.84


DFT (the ωB97M-V functional and the def2-TZVPD basis) results for a 2-piece molecular cluster, H2IOP overall.

Calculated values
HOMO-LUMO gap (spin up / spin down), eV: 6.69 / 6.72
Relative energy (zero: lowest compared OMol25 entry of this formula, charge and spin), kcal/mol: 50.0
Multiplicity: 1
Electronic energy, a.u.: -715.4176

Geometry (Å):
O 0.17 0.17 -0.24
P 0.87 2.77 -3.91
I -0.92 3.24 -2.42
H -0.12 0.41 0.64
H 0.06 -0.78 -0.32


DFT (the ωB97M-V functional and the def2-TZVPD basis) results for a 2-piece molecular cluster, H2IOP overall.

Calculated values
HOMO-LUMO gap (spin up / spin down), eV: 6.68 / 6.60
Relative energy (zero: lowest compared OMol25 entry of this formula, charge and spin), kcal/mol: 51.9
Multiplicity: 1
Electronic energy, a.u.: -715.4145

Geometry (Å):
O -0.72 -1.07 -0.72
P 1.77 1.04 0.72
I -0.31 1.22 1.84
H -1.02 -0.19 -1.08
H 0.28 -1.01 -0.77


DFT (the ωB97M-V functional and the def2-TZVPD basis) results for H2N2 in the gas phase.

Calculated values
HOMO-LUMO gap, eV: 9.83
SMILES string: [H]/N=N\[H]
Relative energy (zero: lowest compared OMol25 entry of this formula, charge and spin), kcal/mol: 11.2
Multiplicity: 1
Electronic energy, a.u.: -110.6240

Geometry (Å):
H 0.61 -1.00 -0.04
N 0.81 -0.03 -0.18
N -0.26 0.65 -0.10
H -1.15 0.39 0.32


DFT (the ωB97M-V functional and the def2-TZVPD basis) results for H2N2O2S in the gas phase.

Calculated values
HOMO-LUMO gap, eV: 10.66
SMILES string: O=[N+]([O-])NS
Relative energy (zero: lowest compared OMol25 entry of this formula, charge and spin), kcal/mol: 44.2
Multiplicity: 1
Electronic energy, a.u.: -659.2335

Geometry (Å):
O -1.91 -0.44 -0.33
N -0.93 0.23 -0.20
O -0.88 1.39 -0.22
N 0.18 -0.46 0.12
S 1.62 0.34 -0.31
H -0.05 -1.40 -0.08
H 1.97 0.33 1.02


DFT (the ωB97M-V functional and the def2-TZVPD basis) results for H2N2O2S2 in the gas phase.

Calculated values
HOMO-LUMO gap, eV: 8.95
Relative energy (zero: lowest compared OMol25 entry of this formula, charge and spin), kcal/mol: 0.0
Multiplicity: 1
Electronic energy, a.u.: -1057.4899

Geometry (Å):
N 1.33 0.93 1.32
N -0.63 0.87 -0.62
O -0.95 2.42 1.18
O 1.31 -0.81 3.06
S -0.53 1.04 1.05
S 2.10 0.21 2.37
H 0.06 0.27 -1.10
H -0.78 1.68 -1.21


DFT (the ωB97M-V functional and the def2-TZVPD basis) results for H2N2O3 in the gas phase.

Calculated values
HOMO-LUMO gap, eV: 10.54
SMILES string: NO[N+](=O)[O-]
Relative energy (zero: lowest compared OMol25 entry of this formula, charge and spin), kcal/mol: 29.2
Multiplicity: 1
Electronic energy, a.u.: -336.2185

Geometry (Å):
N -1.33 -0.14 0.05
O -0.23 -0.96 0.05
N 1.18 -0.07 0.10
O 0.99 1.04 0.12
O 2.12 -0.75 0.05
H -1.44 0.08 -1.00
H -1.29 0.80 0.63